Model one:
Molecular formula: C3H5NOS2
Method: DFT, ωB97M-V/def2-TZVPD

Calculated values
frontier orbital gap = 7.41 eV

Cartesian coordinates (Å):
O 2.1322 -0.1177 0.9907
N 0.7697 -0.1495 0.9336
C 0.2795 0.2463 -0.2072
C 0.9090 0.5275 -1.4054
S 0.0115 0.6789 -2.7978
C -1.2083 0.1921 0.1491
S -2.1996 -1.3379 -0.0780
H 2.3877 -0.3431 1.9594
H 2.0311 0.8638 -1.3024
H -1.2895 0.5741 1.1531
H -1.6328 0.7099 -0.6518
H -2.1904 -1.8444 1.2569

Atom charges from the natural (NBO) analysis, given in e for atoms 1 to 8: number 1, O, carries -0.548; number 2, N, carries -0.036; number 3, C, carries 0.045; number 4, C, carries -0.315; number 5, S, carries 0.080; number 6, C, carries -0.526; number 7, S, carries -0.047; number 8, H, carries 0.488


Model two:
Molecular formula: C3H5NOS2
Method: DFT, ωB97M-V/def2-TZVPD

Calculated values
frontier orbital gap = 9.30 eV

Cartesian coordinates (Å):
O -0.2386 -1.8471 -1.4857
C -0.2503 -0.6503 -1.3479
C -0.8613 0.0756 -0.0915
S -1.1121 1.8382 -0.4735
C -0.0211 -0.2809 1.1539
N 1.2527 -0.2658 1.3018
S 2.1957 0.4603 0.0837
H 0.1546 0.0286 -2.1507
H -1.8828 -0.3475 0.0970
H -1.8527 1.9327 0.6280
H -0.5784 -0.5263 2.0543
H 3.1944 -0.4176 0.2306

Atom charges from the natural (NBO) analysis, given in e for atoms 1 to 8: number 1, O, carries -0.504; number 2, C, carries 0.442; number 3, C, carries -0.530; number 4, S, carries 0.006; number 5, C, carries 0.107; number 6, N, carries -0.526; number 7, S, carries 0.173; number 8, H, carries 0.128


According to the calculations, the structures order from most to least stable as model two, model one.


Model one:
Molecular formula: C3H5NOS2
Method: DFT, ωB97M-V/def2-TZVPD

Calculated values
frontier orbital gap = 7.99 eV

Cartesian coordinates (Å):
C -0.7844 0.3621 0.2345
C 0.6955 -1.3983 -0.6304
C -2.0077 1.0010 0.4460
N -0.2385 -0.6223 -0.1333
O 3.0677 -0.5136 1.1849
S 1.9574 1.5218 -0.4593
S 2.7999 -0.2169 -0.2079
H 0.7079 -2.3078 -0.2287
H 0.7717 -1.2536 -1.7216
H -2.1464 1.3919 1.3976
H -2.7741 0.2169 0.4360
H -2.0490 1.8189 -0.3176

Atom charges from the natural (NBO) analysis, given in e for atoms 1 to 8: number 1, C, carries 0.448; number 2, C, carries -0.383; number 3, C, carries -0.726; number 4, N, carries -0.243; number 5, O, carries -0.911; number 6, S, carries -0.445; number 7, S, carries 1.047; number 8, H, carries 0.208


Model two:
Molecular formula: C3H5NOS2
Method: DFT, ωB97M-V/def2-TZVPD

Calculated values
frontier orbital gap = 9.18 eV

Cartesian coordinates (Å):
C 1.3264 0.0179 -2.5247
N 1.1647 -0.2902 -1.3601
S -0.5233 -0.5589 -0.7268
C -0.0465 -0.8268 0.9620
O 0.0679 0.4597 1.7780
C -1.2680 0.9675 1.7714
S -1.6651 2.3076 2.4168
H 2.4944 -0.0180 -3.0273
H 0.3746 0.4371 -3.1213
H 0.9338 -1.1266 0.9372
H -0.8919 -1.4861 1.4143
H -1.9670 0.1168 1.4806

Atom charges from the natural (NBO) analysis, given in e for atoms 1 to 8: number 1, C, carries -0.066; number 2, N, carries -0.533; number 3, S, carries 0.359; number 4, C, carries -0.266; number 5, O, carries -0.514; number 6, C, carries -0.058; number 7, S, carries 0.097; number 8, H, carries 0.203


According to the calculations, the structures order from most to least stable as model one, model two.


Model one:
Molecular formula: C2H7NO3S2
Method: DFT, ωB97M-V/def2-TZVPD

Calculated values
frontier orbital gap = 10.10 eV

Cartesian coordinates (Å):
C 1.5110 -1.0801 0.2631
N 0.0993 -0.9460 -0.1570
C -0.6698 0.0835 0.4993
S -2.4918 -0.0053 0.1558
S -0.2048 1.6571 -0.1934
O -1.2618 2.6135 -0.0170
O 1.1271 1.8979 0.3515
O -0.1678 1.4303 -1.7636
H 1.6913 -1.5607 1.2083
H 1.8686 -1.7219 -0.5224
H 1.8213 -0.1037 0.0005
H -0.4571 -1.9029 -0.1245
H -0.2928 0.1382 1.5755
H -2.9597 -1.1828 0.7484
H 0.3870 0.6829 -2.0244

Atom charges from the natural (NBO) analysis, given in e for atoms 1 to 8: number 1, C, carries -0.438; number 2, N, carries -0.677; number 3, C, carries -0.440; number 4, S, carries 0.000; number 5, S, carries 2.340; number 6, O, carries -0.900; number 7, O, carries -0.926; number 8, O, carries -0.868


Model two:
Molecular formula: C2H7NO3S2
Method: DFT, ωB97M-V/def2-TZVPD

Calculated values
frontier orbital gap = 9.70 eV

Cartesian coordinates (Å):
C 2.1545 -0.1317 0.4080
N 0.9325 0.6694 0.6202
C -0.1774 0.6125 -0.2842
S -1.2868 2.3164 0.0613
S -1.4721 -0.6708 0.1202
O -1.2020 -1.0200 1.4449
O -2.8408 -0.4276 -0.2939
O -0.8065 -1.7670 -0.8746
H 2.6856 0.4280 -0.4831
H 2.8797 -0.0748 1.2079
H 2.0542 -1.0934 0.0175
H 0.8040 0.6383 1.6050
H -0.0475 0.6469 -1.3928
H -2.4011 1.8108 -0.5289
H -1.2762 -1.9367 -1.6274

Atom charges from the natural (NBO) analysis, given in e for atoms 1 to 8: number 1, C, carries -0.412; number 2, N, carries -0.651; number 3, C, carries -0.284; number 4, S, carries -0.127; number 5, S, carries 2.312; number 6, O, carries -0.917; number 7, O, carries -0.919; number 8, O, carries -0.900


According to the calculations, the structures order from most to least stable as model one, model two.


Model one:
Molecular formula: C2H4N2S3
Method: DFT, ωB97M-V/def2-TZVPD

Calculated values
frontier orbital gap (spin up / spin down) = 7.28 / 7.21 eV

Cartesian coordinates (Å):
C 0.8486 -1.0699 -1.2045
C -0.9262 -0.7847 0.8661
N 1.3560 0.0197 -0.8536
N 1.2077 0.7288 0.1506
S -0.6617 -1.7848 -0.4557
S -2.1914 0.4280 0.9762
S 0.9594 2.3529 -0.0585
H 1.1012 -1.6360 -2.1960
H -0.2954 -0.7616 1.6670
H -2.6485 -0.0445 -0.1898
H 1.2502 2.5520 1.2982

Atom charges from the natural (NBO) analysis, given in e for atoms 1 to 8: number 1, C, carries -0.117; number 2, C, carries -0.593; number 3, N, carries -0.214; number 4, N, carries -0.390; number 5, S, carries 0.275; number 6, S, carries 0.091; number 7, S, carries 0.249; number 8, H, carries 0.232


Model two:
Molecular formula: C2H4N2S3
Method: DFT, ωB97M-V/def2-TZVPD

Calculated values
frontier orbital gap = 9.46 eV

Cartesian coordinates (Å):
S 0.6688 -0.4403 -2.1861
C -0.2840 -0.2893 -0.6480
S -1.6241 -1.5482 -0.4108
N 0.7936 -0.6724 0.6643
N 0.9327 0.2681 1.3670
C 0.2168 1.4365 1.2416
S -0.7865 1.3612 -0.2861
H 0.0934 -1.5507 -2.5746
H -0.6138 -2.4320 -0.2852
H -0.4663 1.7073 2.0967
H 1.0695 2.1598 1.0211

Atom charges from the natural (NBO) analysis, given in e for atoms 1 to 8: number 1, S, carries 0.044; number 2, C, carries -0.460; number 3, S, carries 0.010; number 4, N, carries -0.046; number 5, N, carries -0.111; number 6, C, carries -0.416; number 7, S, carries 0.209; number 8, H, carries 0.127


Model three:
Molecular formula: C2H4N2S3
Method: DFT, ωB97M-V/def2-TZVPD

Calculated values
frontier orbital gap = 8.87 eV

Cartesian coordinates (Å):
S -0.6425 -0.8419 -1.4094
C -0.2850 0.6022 -0.5733
C -0.7940 1.8198 -0.9500
S -0.1127 3.0177 0.0723
N 0.7064 1.8700 0.9663
N 0.4742 0.6545 0.5320
H -0.2216 -1.7427 -0.3727
H -1.6513 2.0574 -1.5632
S 0.4780 -2.9546 1.2793
H 0.2478 -1.6104 1.3404
H 1.8007 -2.8718 0.6782

Atom charges from the natural (NBO) analysis, given in e for atoms 1 to 8: number 1, S, carries 0.018; number 2, C, carries -0.085; number 3, C, carries -0.469; number 4, S, carries 0.641; number 5, N, carries -0.350; number 6, N, carries -0.238; number 7, H, carries 0.158; number 8, H, carries 0.257


According to the calculations, the structures order from most to least stable as model three, model two, model one.


Model one:
Molecular formula: C3H7OPS2
Method: DFT, ωB97M-V/def2-TZVPD

Calculated values
frontier orbital gap (spin up / spin down) = 4.65 / 8.94 eV

Cartesian coordinates (Å):
C -2.3640 -1.1422 0.8257
C 0.0304 -1.3225 -0.5745
C 1.5780 1.5476 -1.0650
O 0.8992 1.0201 0.2049
P 1.0440 -0.4339 0.7738
S 2.7028 -1.3925 0.0424
S -1.7066 -1.0545 -0.7276
H -1.6469 -1.3208 1.5696
H -3.4090 -0.8615 0.9165
H 0.4882 -1.0097 -1.6430
H 0.2713 -2.4241 -0.4698
H 1.8509 2.6317 -1.0952
H 0.8826 1.1844 -1.7623
H 2.4898 0.9232 -1.1483

Atom charges from the natural (NBO) analysis, given in e for atoms 1 to 8: number 1, C, carries -0.644; number 2, C, carries -0.947; number 3, C, carries -0.256; number 4, O, carries -0.861; number 5, P, carries 1.089; number 6, S, carries -0.372; number 7, S, carries 0.429; number 8, H, carries 0.207


Model two:
Molecular formula: C3H7OPS2
Method: DFT, ωB97M-V/def2-TZVPD

Calculated values
frontier orbital gap (spin up / spin down) = 7.97 / 7.37 eV

Cartesian coordinates (Å):
C 0.9368 -0.1657 -1.1208
C -0.3094 -0.6552 -1.9268
C -0.1896 1.8319 2.0250
O -1.1299 -2.1073 1.9168
P -0.6802 -1.0807 0.9943
S 1.2874 -1.6006 0.1030
S -1.8014 -0.8292 -0.9169
H 1.8422 -0.1576 -1.6511
H 0.8092 0.6327 -0.5583
H -0.5439 -0.0306 -2.6587
H -0.1135 -1.5780 -2.4427
H 0.5694 1.1146 2.0096
H -0.2437 2.5879 1.2035
H -0.4332 2.0377 3.0230

Atom charges from the natural (NBO) analysis, given in e for atoms 1 to 8: number 1, C, carries -0.442; number 2, C, carries -0.522; number 3, C, carries -0.499; number 4, O, carries -1.019; number 5, P, carries 1.298; number 6, S, carries -0.130; number 7, S, carries -0.069; number 8, H, carries 0.230


According to the calculations, the structures order from most to least stable as model two, model one.


Model one:
Molecular formula: C3H8N3O
Method: DFT, ωB97M-V/def2-TZVPD

Calculated values
total charge = +1
frontier orbital gap = 10.27 eV

Cartesian coordinates (Å):
C -1.8734 0.5811 -0.3633
N -0.9004 0.1172 0.6286
O -0.7783 -1.3330 0.5833
C 0.2980 -1.7898 -0.1198
N 1.1883 -0.9787 -0.5362
C 1.4612 0.3035 -0.5480
N 2.0048 0.8082 0.5074
H -2.7138 -0.1878 -0.5927
H -2.2745 1.5957 -0.1017
H -1.2666 0.4176 -1.2907
H -1.3278 0.3299 1.5873
H 0.3123 -2.9180 -0.1497
H 1.4351 0.8476 -1.5396
H 2.2273 0.3963 1.4689
H 2.2079 1.8102 0.4664

Atom charges from the natural (NBO) analysis, given in e for atoms 1 to 8: number 1, C, carries -0.461; number 2, N, carries -0.356; number 3, O, carries -0.345; number 4, C, carries 0.495; number 5, N, carries -0.496; number 6, C, carries 0.413; number 7, N, carries -0.691; number 8, H, carries 0.223


Model two:
Molecular formula: C3H8N3O
Method: DFT, ωB97M-V/def2-TZVPD

Calculated values
total charge = +1
frontier orbital gap = 10.74 eV

Cartesian coordinates (Å):
C -0.0125 1.1036 -0.4011
C -1.0771 0.5129 0.0598
C 1.3564 0.4350 -0.4468
N -0.3662 -1.3076 0.3326
N -2.4122 0.5614 0.2348
N 0.8732 -1.1824 -0.1636
O 2.2796 0.6308 0.5577
H 0.0768 2.1547 -0.4914
H 2.0546 0.5708 -1.3602
H -1.0528 -1.8047 -0.2247
H -2.9523 0.0957 -0.3704
H -2.6835 0.1838 1.1264
H 1.2057 -1.4853 -1.0656
H 1.5906 -1.4288 0.4492
H 1.8439 0.9300 1.4357

Atom charges from the natural (NBO) analysis, given in e for atoms 1 to 8: number 1, C, carries -0.361; number 2, C, carries 0.452; number 3, C, carries 0.250; number 4, N, carries -0.548; number 5, N, carries -0.775; number 6, N, carries -0.389; number 7, O, carries -0.674; number 8, H, carries 0.285


According to the calculations, the structures order from most to least stable as model one, model two.